Here is C9H16N2O4 in the gas phase in a non-equilibrium geometry from the OMol25 dataset. Energies are from wB97M-V/def2-TZVPD.

Structure (XYZ):
```
31
C9H16N2O4 | the OMol25 dataset | wB97M-V/def2-TZVPD
C 1.467 -0.124 -0.312
C 0.634 -0.866 0.841
C 2.876 -0.703 -0.556
C 3.801 0.515 -0.250
C 2.888 1.543 0.469
C -1.373 0.267 0.046
C -2.244 1.304 0.795
C -2.419 -0.537 -0.809
C -3.296 -1.606 -0.026
H 1.887 1.467 -1.453
H 0.836 -0.484 -1.183
H 2.989 -1.165 -1.508
H 2.940 -1.408 0.229
H 4.665 0.083 0.237
H 4.163 0.849 -1.287
H 2.668 1.452 1.542
H 3.053 2.559 0.220
H -1.220 -1.412 1.194
H -0.698 0.976 -0.554
H -1.647 -1.088 -1.424
H -3.575 1.093 -1.422
H -4.232 -1.668 -0.707
H -3.585 -1.272 1.028
H -2.776 -2.567 0.096
H -1.630 0.284 2.249
N 1.592 1.328 -0.431
N -0.658 -0.583 0.974
O 1.225 -1.745 1.382
O -2.743 2.257 0.226
O -3.290 0.196 -1.719
O -2.301 1.055 2.109
```

Properties
HOMO ... -9.7 eV
Structure (SMILES) ... C[C@@H](O)[C@H](NC(=O)[C@@H]1CCCN1)C(=O)O
ΔE to the lowest compared entry with this formula, charge and spin ... 2.913 eV
E ... -20761.0155 eV

***

Here is C9H16N2O4 in the gas phase in a non-equilibrium geometry from the OMol25 dataset. Energies are from wB97M-V/def2-TZVPD.

Structure (XYZ):
```
31
C9H16N2O4 | the OMol25 dataset | wB97M-V/def2-TZVPD
C 1.038 1.135 1.156
C 0.109 0.544 0.054
C 1.539 -0.018 2.096
C 1.019 0.376 3.462
C -0.208 1.257 3.149
C 0.193 -0.794 -2.073
C 0.445 0.369 -3.040
C -1.272 -1.176 -2.169
C -1.689 -2.097 -0.937
H -0.439 2.506 1.466
H 1.906 1.619 0.650
H 2.591 -0.112 2.065
H 1.100 -0.981 1.734
H 0.726 -0.505 4.101
H 1.725 0.949 4.021
H -0.379 1.916 4.031
H -1.111 0.615 2.993
H 1.646 -0.475 -0.605
H 0.635 -1.751 -2.327
H -1.326 -1.745 -3.092
H -1.904 0.525 -1.594
H -1.730 -1.606 0.064
H -1.108 -3.002 -0.945
H -2.768 -2.341 -1.171
H 0.500 0.752 -4.836
N 0.298 2.045 2.037
N 0.702 -0.330 -0.776
O -1.076 0.997 -0.069
O 0.867 1.473 -2.803
O -2.186 -0.126 -2.289
O 0.159 -0.018 -4.352
```

Properties
HOMO ... -9.1 eV
Structure (SMILES) ... C[C@@H](O)[C@H](NC(=O)[C@@H]1CCCN1)C(=O)O
ΔE to the lowest compared entry with this formula, charge and spin ... 0.876 eV
E ... -20763.0524 eV

***

Here is C9H16N2O4 in the gas phase in a non-equilibrium geometry from the OMol25 dataset. Energies are from wB97M-V/def2-TZVPD.

Structure (XYZ):
```
31
C9H16N2O4 | the OMol25 dataset | wB97M-V/def2-TZVPD
C -1.797 -0.718 0.359
C -0.392 -1.054 -0.110
C -2.922 -1.252 -0.551
C -4.027 -0.192 -0.420
C -3.452 0.867 0.552
C 1.909 -0.256 -0.197
C 2.736 -1.480 0.220
C 2.642 1.032 0.195
C 3.895 1.259 -0.655
H -1.682 1.200 -0.387
H -1.894 -1.121 1.354
H -3.260 -2.259 -0.288
H -2.569 -1.353 -1.559
H -4.237 0.262 -1.414
H -4.965 -0.619 -0.049
H -3.759 0.653 1.604
H -3.759 1.895 0.298
H 0.287 0.655 0.785
H 1.815 -0.313 -1.301
H 2.937 0.961 1.237
H 2.162 2.882 0.307
H 4.555 0.382 -0.593
H 4.431 2.137 -0.356
H 3.609 1.400 -1.702
H 1.513 -1.646 1.636
N -1.990 0.736 0.472
N 0.598 -0.253 0.426
O -0.132 -1.971 -0.880
O 3.714 -1.836 -0.363
O 1.712 2.077 0.025
O 2.324 -2.073 1.355
```

Properties
HOMO ... -9.8 eV
Structure (SMILES) ... C[C@@H](O)[C@H](NC(=O)[C@@H]1CCCN1)C(=O)O
ΔE to the lowest compared entry with this formula, charge and spin ... 0.320 eV
E ... -20763.6085 eV

***

Here is a gas-phase ion, C9H16N3 (charge +1) in a non-equilibrium geometry from the OMol25 dataset. Energies are from wB97M-V/def2-TZVPD.

Structure (XYZ):
```
28
C9H16N3 | the OMol25 dataset | wB97M-V/def2-TZVPD
C -1.160 -1.916 3.342
C -0.638 -0.888 1.451
C 0.724 -0.577 3.487
C 0.279 -0.067 0.214
C 1.525 0.465 0.744
C 0.863 0.123 -2.243
C -0.678 1.687 -1.197
C -1.489 -0.731 -1.624
C -0.278 0.159 -1.185
N -2.067 -2.246 2.518
N -1.797 -1.699 1.323
N -0.219 -1.112 2.737
H -0.964 -2.295 4.388
H 1.342 0.284 3.199
H 0.940 -1.006 4.358
H 2.254 0.707 -0.219
H 1.382 1.325 1.403
H 2.072 -0.223 1.269
H 1.654 0.732 -1.948
H 1.350 -0.795 -2.283
H 0.572 0.370 -3.194
H -1.234 1.925 -2.100
H -1.254 1.839 -0.363
H 0.109 2.497 -1.302
H -1.248 -1.727 -1.451
H -1.726 -0.668 -2.691
H -2.317 -0.450 -1.063
H -2.500 -1.802 0.579
```

Properties
HOMO (alpha / beta) ... -12.6 / -12.1 eV
Structure (SMILES) ... C=[n+]1cn[nH]/c1=C(/C)C(C)(C)C
ΔE to the lowest compared entry with this formula, charge and spin ... 7.204 eV
E ... -14050.9002 eV
Charge ... +1

***

Here is a gas-phase ion, C9H16N4O (charge +2) in a non-equilibrium geometry from the OMol25 dataset. Energies are from wB97M-V/def2-TZVPD.

Structure (XYZ):
```
30
C9H16N4O | the OMol25 dataset | wB97M-V/def2-TZVPD
C 0.346 1.103 -1.576
C 1.635 1.310 -2.075
C 0.295 -0.051 -0.798
C 1.618 -0.560 -0.929
C -1.938 -0.061 0.388
C 2.536 -1.908 -0.503
C 2.023 -2.788 0.502
C -2.909 2.127 1.177
C -0.512 1.619 1.498
N 2.383 0.246 -1.759
N -0.798 -0.679 -0.171
N -3.094 -0.728 0.193
N -1.802 1.139 0.936
O 3.750 -1.960 -0.928
H -0.573 1.658 -1.634
H 1.922 2.128 -2.646
H 2.470 -2.701 1.478
H 2.126 -3.939 0.142
H 0.964 -2.810 0.676
H -2.658 3.130 1.201
H -3.586 1.972 0.446
H -3.381 1.795 2.083
H -0.579 1.935 2.622
H 0.137 0.832 1.304
H -0.401 2.614 0.944
H 3.291 0.064 -2.115
H -0.700 -1.588 0.252
H -3.189 -1.072 -0.741
H -3.848 -0.292 0.718
H 4.474 -2.537 -0.688
```

Properties
HOMO ... -16.0 eV
Structure (SMILES) ... C/C(O)=C1/NC=C/C1=[NH+]\C(N)=[N+](C)C
ΔE to the lowest compared entry with this formula, charge and spin ... 1.246 eV
E ... -17582.0621 eV
Charge ... +2

***

Here is 2 unconnected molecules or ions with the total composition C9H16NO in a non-equilibrium geometry from the OMol25 dataset. Energies are from wB97M-V/def2-TZVPD.

Structure (XYZ):
```
27
C9H16NO | the OMol25 dataset | wB97M-V/def2-TZVPD
C 2.091 2.706 -0.622
C -0.287 0.235 -2.275
C 0.556 1.354 -2.160
C 0.133 -0.883 -1.593
C 1.589 1.413 -1.265
C 1.263 -0.925 -0.758
C 2.058 0.215 -0.697
O -0.553 -2.079 -1.700
H -1.257 0.265 -2.750
H 0.054 2.256 -2.517
H -1.069 -2.119 -2.484
H 1.474 -1.868 -0.274
H 1.235 3.276 -0.268
H 2.522 3.325 -1.424
H 3.022 0.216 -0.207
H 2.882 2.577 0.108
C -1.895 -0.398 2.480
C -2.037 0.639 3.588
N -1.542 -1.818 2.823
H -2.821 -0.490 1.922
H -1.167 -0.128 1.711
H -2.969 1.196 3.488
H -1.267 1.399 3.461
H -1.271 -2.069 3.787
H -2.481 -2.392 2.876
H -0.880 -2.282 2.154
H -2.006 0.184 4.575
```

Properties
HOMO (alpha / beta) ... -3.7 / -8.4 eV
Multiplicity ... 2
ΔE to the lowest compared entry with this formula, charge and spin ... 0.595 eV
E ... -13125.9628 eV
<S²> ... 0.751